{
  "formula": "C38H49GeO9PS2SeW",
  "method": "ωB97M-V/def2-TZVPD",
  "e_tot_ha": -7837.15440,
  "s_squared": 2.046,
  "spin_multiplicity": 3,
  "homo_energy_ev": [-13.5, -13.8],
  "lumo_energy_ev": [-7.2, -6.5],
  "max_force_ev_per_a": 2.36,
  "total_charge": 2,
  "species": ["W", "C", "C", "O", "C", "C", "O", "C", "C", "O", "C", "C", "O", "H", "H", "H", "H", "H", "H", "H", "H", "H", "H", "H", "H", "H", "H", "H", "H", "O", "S", "O", "O", "C", "C", "C", "C", "C", "C", "P", "C", "C", "C", "C", "C", "C", "C", "C", "C", "C", "C", "C", "H", "H", "H", "H", "H", "H", "H", "H", "H", "H", "H", "H", "H", "H", "C", "Ge", "C", "C", "C", "Se", "C", "H", "H", "H", "H", "H", "H", "H", "H", "H", "H", "H", "H", "H", "H", "O", "C", "O", "C", "C", "C", "C", "S", "C", "C", "H", "H", "H", "H", "H"],
  "positions_angstrom": [[-0.06475, 0.24920, 0.55882], [1.88671, -1.97680, 2.64633], [0.95513, -2.93094, 1.86610], [-0.35567, -2.39074, 1.82604], [-1.01100, -2.45398, 3.09287], [-2.13917, -1.42890, 3.12359], [-1.60245, -0.14657, 2.78578], [-2.13563, 0.90706, 3.59654], [-1.19654, 2.13352, 3.51693], [0.09073, 1.73804, 3.08239], [0.89568, 1.14867, 4.09901], [1.95210, 0.29674, 3.40087], [1.27233, -0.68193, 2.60738], [1.99038, -2.29574, 3.69122], [2.87886, -1.93965, 2.18334], [1.26323, -2.99941, 0.81962], [0.96290, -3.93387, 2.30750], [-1.41994, -3.45857, 3.24632], [-0.30356, -2.22951, 3.89654], [-2.93052, -1.70122, 2.41803], [-2.56298, -1.42258, 4.13485], [-3.13732, 1.17683, 3.24407], [-2.20858, 0.55227, 4.63279], [-1.54731, 2.83992, 2.76248], [-1.13727, 2.64050, 4.48793], [1.37060, 1.92954, 4.70694], [0.28680, 0.51879, 4.75612], [2.58346, 0.91675, 2.75362], [2.58227, -0.18777, 4.14886], [-1.62885, 3.54577, -0.67916], [-1.70702, 2.13355, -0.59049], [-0.55119, 1.39631, -1.22154], [-1.70430, 1.61167, 0.80851], [-3.09827, 1.43763, -1.41254], [-4.03191, 2.24335, -2.03568], [-5.00810, 1.65470, -2.82289], [-5.00681, 0.27751, -2.99119], [-4.08703, -0.51812, -2.32916], [-3.11287, 0.05134, -1.50752], [-1.90129, -1.04486, -0.61750], [-3.09809, -2.22880, 0.10184], [-4.39672, -1.83877, 0.43792], [-5.27506, -2.74883, 1.00490], [-4.86546, -4.04961, 1.25410], [-3.57041, -4.43636, 0.94403], [-2.68725, -3.53247, 0.38062], [-1.28049, -1.89874, -2.11444], [-0.33362, -1.20123, -2.86361], [0.10750, -1.70211, -4.07286], [-0.36935, -2.91545, -4.53953], [-1.30529, -3.61768, -3.79826], [-1.76951, -3.11079, -2.59432], [-3.96605, 3.31075, -1.89723], [-5.74879, 2.26897, -3.30839], [-5.73709, -0.17883, -3.63870], [-4.13046, -1.58946, -2.44111], [-4.72753, -0.82364, 0.25934], [-6.28457, -2.44320, 1.23766], [-5.55081, -4.75470, 1.69518], [-3.25418, -5.45147, 1.12244], [-1.67127, -3.82983, 0.16058], [0.04025, -0.24758, -2.50744], [0.81726, -1.14466, -4.66143], [-0.01971, -3.30308, -5.48350], [-1.68396, -4.56062, -4.16164], [-2.50854, -3.66311, -2.03383], [1.08529, 5.93683, 2.20818], [2.60039, 5.25986, 1.13358], [4.37204, 6.00293, 1.63191], [2.20036, 5.58960, -0.78106], [2.65630, 3.27398, 1.64380], [1.17321, 2.49121, 0.61725], [2.32329, 2.32227, -0.96050], [0.89084, 6.97548, 1.95795], [1.28285, 5.88109, 3.27413], [0.19391, 5.35721, 1.97843], [4.38678, 7.07039, 1.43567], [5.16001, 5.54012, 1.04400], [4.58356, 5.84839, 2.68562], [1.97978, 6.64833, -0.88331], [1.32352, 5.03349, -1.10417], [3.03974, 5.37789, -1.43632], [2.43326, 3.21196, 2.70593], [3.58564, 2.74332, 1.43592], [3.06011, 1.54058, -0.76275], [2.84041, 3.25645, -1.15957], [1.69579, 2.05313, -1.80994], [5.07685, -4.31699, -5.18676], [5.05704, -3.02801, -4.84585], [5.83578, -2.24971, -5.31651], [4.04502, -2.57542, -3.82548], [3.46824, -3.38969, -2.85627], [2.72580, -2.83168, -1.82914], [2.53816, -1.45894, -1.76036], [1.92282, -0.73419, -0.22994], [3.05348, -0.64560, -2.76280], [3.79745, -1.20558, -3.77908], [4.39898, -4.85829, -4.76507], [3.62797, -4.45814, -2.84561], [2.31955, -3.46368, -1.05455], [2.90746, 0.42038, -2.73490], [4.24670, -0.58616, -4.53853]],
  "forces_ev_per_angstrom": [[0.84, -1.65, 0.35], [-0.24, -0.25, -0.21], [0.15, 0.14, -0.10], [-0.05, -0.10, 0.00], [-0.35, 0.34, 0.05], [0.23, -0.58, -0.16], [0.03, -0.10, 0.06], [0.14, 0.29, 0.03], [-0.31, 0.01, -0.21], [0.33, 0.05, 0.25], [0.28, -0.26, -0.26], [-0.28, 0.46, 0.22], [-0.01, 0.23, -0.05], [-0.01, 0.20, -0.14], [-0.08, -0.06, 0.08], [-0.04, -0.12, 0.32], [-0.02, 0.11, 0.00], [0.01, 0.05, 0.01], [-0.01, -0.03, -0.06], [0.15, 0.11, 0.25], [0.08, 0.07, -0.15], [0.08, 0.00, 0.12], [0.00, -0.02, -0.21], [0.01, -0.06, 0.27], [-0.07, -0.07, -0.14], [-0.03, -0.08, -0.06], [0.02, 0.00, -0.06], [-0.05, -0.18, 0.10], [-0.03, -0.03, -0.03], [-0.37, -0.13, -0.28], [-1.47, 1.44, -0.98], [0.61, -0.77, 0.79], [0.33, -0.39, 0.31], [0.40, 0.04, 0.21], [0.06, 0.23, 0.06], [0.15, 0.00, 0.11], [-0.04, 0.15, 0.05], [0.31, 0.06, 0.26], [0.06, 0.03, 0.14], [-1.39, -1.22, -1.36], [0.23, 0.12, 0.33], [0.13, 0.09, -0.09], [-0.01, 0.01, -0.03], [0.03, 0.12, 0.02], [0.02, -0.04, -0.05], [0.07, 0.13, 0.00], [0.43, 0.07, 0.19], [-0.04, 0.11, 0.06], [-0.04, -0.02, -0.11], [-0.04, 0.03, 0.02], [-0.01, -0.02, 0.01], [-0.02, 0.00, 0.15], [-0.06, 0.17, -0.11], [-0.06, 0.05, -0.09], [-0.12, -0.10, -0.06], [0.01, -0.14, -0.07], [-0.03, -0.04, 0.00], [-0.04, 0.03, 0.05], [-0.09, -0.11, 0.03], [0.06, -0.13, 0.07], [-0.02, -0.09, -0.02], [-0.02, -0.18, -0.20], [0.14, 0.09, -0.05], [0.02, -0.06, -0.10], [-0.05, -0.08, -0.02], [-0.05, -0.04, -0.06], [0.45, -0.18, -0.31], [0.31, 0.28, 0.26], [-0.62, -0.27, -0.15], [0.10, -0.13, 0.54], [-0.34, 0.26, -0.08], [1.89, 1.38, -0.25], [-0.09, -0.12, -0.15], [-0.03, 0.11, -0.06], [0.08, -0.06, 0.13], [-0.12, -0.04, -0.03], [-0.04, 0.14, -0.04], [0.04, -0.07, -0.07], [-0.01, -0.04, 0.12], [-0.06, 0.15, 0.07], [-0.07, -0.01, -0.06], [0.11, -0.08, -0.04], [-0.09, 0.02, 0.04], [-0.09, -0.02, -0.11], [-0.17, 0.13, 0.07], [-0.23, 0.05, 0.14], [0.09, 0.06, 0.10], [0.15, -0.42, -0.17], [-0.05, 0.27, 0.06], [-0.16, -0.18, -0.02], [-0.09, 0.15, 0.26], [0.12, 0.10, -0.21], [-0.24, 0.05, 0.35], [-0.23, 0.08, -0.07], [-0.52, 0.39, 0.17], [-0.10, 0.07, 0.15], [0.10, -0.13, -0.09], [-0.05, 0.21, 0.02], [0.04, -0.10, 0.01], [0.00, -0.14, 0.03], [0.00, 0.13, -0.02], [0.07, 0.12, -0.06]],
  "mulliken_spin": [1.510, 0.000, 0.026, 0.032, 0.002, 0.009, 0.039, 0.002, 0.004, 0.022, 0.009, 0.026, -0.021, 0.000, 0.000, -0.017, 0.003, -0.001, -0.002, -0.006, 0.000, 0.001, 0.003, 0.007, -0.002, 0.002, -0.003, -0.017, 0.000, -0.013, 0.010, 0.011, 0.039, 0.034, -0.001, 0.000, -0.001, -0.001, -0.021, 0.161, 0.058, 0.001, 0.000, 0.001, -0.001, 0.024, -0.041, -0.011, 0.004, 0.000, 0.000, -0.003, 0.000, 0.000, 0.000, 0.000, 0.000, 0.000, 0.000, 0.000, 0.002, 0.015, 0.000, 0.000, 0.000, 0.000, 0.001, 0.001, 0.001, -0.001, 0.018, 0.137, -0.002, 0.000, 0.000, 0.000, 0.000, 0.000, 0.000, 0.000, 0.000, 0.000, 0.004, -0.001, 0.003, 0.000, -0.001, 0.000, 0.000, 0.000, 0.001, -0.001, 0.010, 0.025, -0.097, 0.003, -0.001, 0.000, 0.000, 0.003, 0.002, 0.000]
}